C5H16N2O | ωB97M-V with the def2-TZVPD basis set

Geometry as XYZ:
```
24
Properties=species:S:1:pos:R:3:forces:R:3
C -3.199645 -0.801160 -1.286608 -0.8 1.1 0.3
N -1.773846 -0.519520 -1.402249 1.0 1.2 -0.9
C -1.419502 0.822017 -0.926986 0.4 -0.4 0.4
O -0.019617 1.115962 -1.117076 -1.3 -0.4 0.5
H -3.467592 -1.011159 -0.231978 0.2 0.0 -0.6
H -3.465004 -1.635181 -1.910351 0.0 -0.5 -0.1
H -3.857449 0.052855 -1.632824 0.7 -0.6 0.3
H -1.437081 -0.547527 -2.390421 -0.5 -0.3 1.0
H -1.924821 1.606974 -1.514567 0.1 -0.1 0.2
H -1.753844 0.903021 0.155379 0.4 0.1 -1.0
H 0.501708 0.592360 -0.470797 -0.1 0.1 -0.5
C 1.475144 1.103664 1.810527 1.0 0.9 -0.5
N 1.517079 -0.021527 0.852419 1.4 -1.7 3.4
C 2.892933 -0.516707 0.658727 0.9 0.5 -0.2
C 0.617265 -1.119935 1.206430 -1.7 -0.8 0.8
H 2.029131 1.944163 1.318322 -0.3 -0.6 0.8
H 1.911902 0.865076 2.845036 -0.3 -0.1 -1.6
H 0.461215 1.404351 1.952239 -0.7 0.2 0.1
H 2.892869 -1.470700 0.125166 -0.1 0.4 -0.3
H 3.525266 0.282628 0.155684 -0.7 -1.1 0.7
H 3.319320 -0.796001 1.686569 -0.6 0.8 -1.1
H 0.520011 -1.823314 0.369764 0.3 0.1 0.3
H -0.417216 -0.713870 1.367949 1.0 -0.3 0.0
H 0.918716 -1.721328 2.187713 -0.2 1.5 -1.9
```
Forces are in eV/Å.

## Properties
Multiplicity: 2
Energy relative to the best compared isomer or geometry (same formula, charge and spin) in eV: 1.7017
E_LUMO (spin up / spin down) in hartree: -0.099 / -0.311
Total charge: +1